# 1
129
Properties=species:S:1:pos:R:3 method="wB97M-V/def2-TZVPD" total_charge=0 smiles="O=CC[C@@]1(P(O)O)CC(=O)N[C@@H]1C[C@@H]1CO1.c1ccncc1.c1ccncc1.c1ccncc1.c1ccncc1.c1ccncc1.c1ccncc1.c1ccncc1.c1ccncc1.c1ccncc1" homo_energy_ev=-8.325
O 1.299 -1.672 -1.682
C 0.767 -1.472 -2.768
C -0.318 -0.495 -3.039
C 0.105 0.999 -2.955
P -0.875 2.052 -4.184
O -1.387 0.877 -5.171
O 0.268 2.728 -5.166
C -0.454 1.562 -1.608
C 0.260 2.878 -1.534
O -0.165 3.972 -1.151
N 1.506 2.659 -2.092
C 1.596 1.306 -2.709
C 2.545 1.369 -3.891
C 2.435 0.154 -4.742
C 2.434 0.381 -6.187
O 1.232 -0.037 -5.319
H 1.101 -2.051 -3.644
H -0.718 -0.759 -4.000
H -1.095 -0.653 -2.308
H -1.355 1.141 -6.093
H 0.725 3.378 -4.623
H -0.105 0.883 -0.846
H -1.521 1.717 -1.635
H 2.306 2.999 -1.574
H 1.998 0.660 -1.936
H 2.360 2.222 -4.515
H 3.566 1.333 -3.525
H 2.959 -0.720 -4.405
H 2.032 1.342 -6.451
H 2.357 -0.439 -6.866
C 3.896 -4.958 -9.012
C 4.155 -3.653 -9.400
C 3.455 -2.631 -8.778
N 2.544 -2.831 -7.830
C 2.305 -4.089 -7.469
C 2.951 -5.183 -8.025
H 4.422 -5.784 -9.472
H 4.883 -3.430 -10.166
H 3.632 -1.596 -9.050
H 1.556 -4.222 -6.697
H 2.718 -6.184 -7.691
C -1.358 3.176 1.724
C -2.644 2.789 2.072
C -2.860 2.275 3.340
N -1.904 2.131 4.255
C -0.675 2.509 3.912
C -0.353 3.034 2.667
H -1.151 3.577 0.736
H -3.464 2.883 1.373
H -3.852 1.967 3.650
H 0.090 2.377 4.670
H 0.666 3.322 2.446
C 4.576 -0.653 0.531
C 3.203 -0.464 0.576
C 2.684 0.273 1.629
N 3.426 0.808 2.596
C 4.740 0.615 2.536
C 5.365 -0.105 1.529
H 5.021 -1.220 -0.277
H 2.555 -0.876 -0.187
H 1.616 0.447 1.705
H 5.318 1.060 3.338
H 6.440 -0.231 1.529
C 7.276 -4.550 2.888
C 8.386 -5.181 2.350
C 8.735 -4.898 1.038
N 8.061 -4.054 0.262
C 6.997 -3.458 0.793
C 6.563 -3.667 2.093
H 6.971 -4.743 3.908
H 8.971 -5.878 2.933
H 9.598 -5.369 0.582
H 6.466 -2.779 0.138
H 5.690 -3.151 2.468
C -5.037 -1.307 5.640
C -6.025 -2.200 5.259
C -6.384 -2.249 3.921
N -5.836 -1.487 2.979
C -4.890 -0.633 3.362
C -4.452 -0.504 4.674
H -4.728 -1.239 6.675
H -6.507 -2.838 5.986
H -7.153 -2.936 3.581
H -4.462 -0.025 2.573
H -3.675 0.203 4.931
C -4.181 -4.528 -4.257
C -2.892 -5.014 -4.400
C -1.839 -4.220 -3.975
N -1.996 -3.013 -3.438
C -3.238 -2.559 -3.310
C -4.361 -3.273 -3.700
H -5.031 -5.116 -4.575
H -2.704 -5.988 -4.831
H -0.814 -4.567 -4.066
H -3.338 -1.571 -2.873
H -5.348 -2.854 -3.568
C -5.798 6.234 4.557
C -4.622 5.523 4.388
C -3.901 5.710 3.216
N -4.279 6.533 2.242
C -5.412 7.207 2.419
C -6.204 7.097 3.552
H -6.388 6.117 5.457
H -4.265 4.836 5.143
H -2.975 5.179 3.050
H -5.697 7.869 1.609
H -7.115 7.672 3.641
C -6.835 -4.300 10.985
C -7.694 -3.219 10.877
C -7.901 -2.664 9.623
N -7.319 -3.111 8.514
C -6.495 -4.149 8.635
C -6.221 -4.778 9.840
H -6.647 -4.762 11.946
H -8.194 -2.811 11.745
H -8.568 -1.819 9.496
H -6.030 -4.492 7.717
H -5.543 -5.619 9.876
C 5.677 6.700 -2.350
C 6.046 6.122 -1.146
C 5.272 5.086 -0.644
N 4.188 4.620 -1.257
C 3.846 5.188 -2.409
C 4.551 6.224 -3.001
H 6.258 7.509 -2.773
H 6.917 6.463 -0.604
H 5.529 4.606 0.293
H 2.955 4.781 -2.875
H 4.225 6.643 -3.942

# 2
42
Properties=species:S:1:pos:R:3 method="wB97M-V/def2-TZVPD" total_charge=0 de_lowest_kcal_mol=67.0 homo_energy_ev=-5.471
C -2.790 0.205 -4.081
C -2.629 -1.024 -3.472
C -1.913 -1.113 -2.263
C -1.451 0.077 -1.762
C -1.574 1.325 -2.343
C -2.293 1.376 -3.549
C -1.692 -2.419 -1.543
C -0.243 -2.923 -1.370
N 0.815 -1.889 -1.151
Sn -0.049 -0.079 -0.169
C -0.864 2.534 -1.753
P 0.837 2.088 -1.256
H -3.001 -1.938 -3.881
H -2.388 2.330 -4.027
H -3.346 0.252 -5.020
H -1.376 2.916 -0.860
H -0.760 3.347 -2.475
H -2.149 -2.376 -0.536
H -2.205 -3.196 -2.096
H -0.197 -3.597 -0.505
C 1.522 3.278 -0.128
C 1.794 2.001 -2.758
H 0.099 -3.464 -2.266
C 1.377 -1.400 -2.437
C 1.911 -2.443 -0.314
H -0.829 1.342 0.809
H 1.857 -2.262 -2.919
H 0.571 -1.013 -3.074
H 2.127 -0.615 -2.262
H 2.459 -3.180 -0.928
H 2.602 -1.664 0.014
H 1.489 -2.936 0.576
H 1.807 3.033 -3.121
H 2.814 1.667 -2.541
H 1.334 1.349 -3.502
H 1.667 4.177 -0.736
H 0.834 3.467 0.694
H 2.485 2.913 0.245
H 1.210 -0.023 1.353
S -0.010 -0.004 4.971
C 0.032 -0.013 3.423
N 0.117 -0.104 2.176

# 3
15
Properties=species:S:1:pos:R:3 method="wB97M-V/def2-TZVPD" total_charge=0 smiles=ClC(Cl)Cl.ClC(Cl)Cl.ClC(Cl)Cl de_lowest_kcal_mol=1.9 homo_energy_ev=-10.874
Cl 2.184 -0.265 -0.846
C 3.390 0.088 0.405
Cl 4.223 -1.398 0.898
Cl 2.637 0.928 1.776
H 4.180 0.706 0.001
Cl -2.769 1.378 -1.582
C -2.248 2.063 -0.047
Cl -0.562 1.604 0.316
Cl -3.306 1.583 1.291
H -2.321 3.153 -0.128
Cl -0.282 -2.053 1.107
C -1.038 -1.859 -0.471
Cl -2.807 -2.010 -0.311
Cl -0.494 -3.069 -1.623
H -0.786 -0.850 -0.787

# 4
24
Properties=species:S:1:pos:R:3 method="wB97M-V/def2-TZVPD" total_charge=0 smiles=CCNCCNC.O de_lowest_kcal_mol=30.0 homo_energy_ev=-8.489
C -0.972 -0.422 -2.623
C -0.956 0.778 -1.700
N -0.337 0.493 -0.393
C -0.422 1.543 0.581
C 0.255 1.156 1.901
N -0.109 -0.127 2.502
C 0.801 -1.202 2.052
H -1.728 -0.291 -3.400
H -0.080 -0.466 -3.251
H -1.194 -1.349 -2.100
H -0.276 1.512 -2.135
H -1.913 1.271 -1.477
H -0.600 -0.405 -0.008
H 0.047 2.469 0.241
H -1.470 1.835 0.803
H 0.054 1.944 2.635
H 1.335 1.200 1.743
H -1.065 -0.343 2.252
H 1.796 -0.823 2.217
H 0.582 -1.586 1.052
H 0.526 -2.140 2.554
O 2.079 -1.752 -0.813
H 1.458 -1.041 -0.990
H 2.188 -2.255 -1.644

# 5
21
Properties=species:S:1:pos:R:3 method="wB97M-V/def2-TZVPD" total_charge=0 de_lowest_kcal_mol=20.2 homo_energy_ev=-8.837
H -3.935 0.362 1.562
N -3.079 0.040 1.227
C -3.028 -0.377 -0.010
N -4.049 -0.430 -0.954
S -1.503 -0.835 -0.741
C -0.238 -1.080 0.647
C 0.994 -0.261 0.345
C 0.986 1.133 0.427
C 2.069 1.902 -0.098
C 3.235 1.312 -0.552
C 3.314 -0.096 -0.483
C 2.243 -0.780 0.048
Cl 2.393 -2.636 0.045
H -3.907 -0.815 -1.861
H -5.027 -0.440 -0.620
H -0.775 -0.821 1.567
H -0.028 -2.131 0.595
H 0.058 1.662 0.812
H 1.980 2.952 -0.202
H 4.053 1.946 -0.853
H 4.244 -0.606 -0.902

# 6
80
Properties=species:S:1:pos:R:3 method="wB97M-V/def2-TZVPD" total_charge=+3 de_lowest_kcal_mol=55.5 homo_energy_ev="-15.679 / -15.679" spin_multiplicity=2
Ru -0.175 0.085 0.034
I -2.463 -1.520 -0.980
C -3.872 -2.433 0.342
C -4.915 -2.977 -0.361
C -5.963 -3.619 0.307
C -5.923 -3.700 1.669
C -4.845 -3.154 2.402
C -4.858 -3.286 3.805
C -3.837 -2.796 4.568
C -2.772 -2.152 3.940
C -2.708 -1.981 2.568
P -1.185 -1.016 2.150
C 0.109 -1.954 2.989
C 1.184 -1.325 3.618
C 2.202 -2.082 4.172
C 2.183 -3.466 4.063
C 1.126 -4.096 3.419
C 0.094 -3.348 2.881
C -1.568 0.509 3.087
C -2.366 1.437 2.407
C -2.791 2.595 3.041
C -2.403 2.845 4.353
C -1.610 1.929 5.029
C -1.198 0.757 4.406
C -3.755 -2.484 1.746
H -4.940 -2.912 -1.441
H -6.781 -4.041 -0.258
H -6.717 -4.197 2.211
H -5.695 -3.791 4.269
H -3.847 -2.898 5.644
H -1.973 -1.776 4.565
H 1.212 -0.248 3.698
H 3.006 -1.596 4.708
H 2.989 -4.054 4.480
H 1.102 -5.175 3.347
H -0.742 -3.846 2.402
H -2.676 1.229 1.385
H -3.440 3.292 2.527
H -2.728 3.748 4.853
H -1.329 2.112 6.058
H -0.612 0.043 4.968
N 1.798 -3.794 -1.354
C 0.889 -3.228 -0.561
N 0.906 -1.924 -0.765
C 1.872 -1.748 -1.720
N 2.426 -2.874 -2.088
C 2.251 -0.445 -2.226
C 3.383 -0.265 -3.034
N 3.745 0.945 -3.403
C 3.026 1.987 -3.016
C 1.884 1.803 -2.241
N 1.510 0.590 -1.853
H 2.050 -4.769 -1.451
H 0.256 -3.764 0.126
H 3.976 -1.111 -3.358
H 3.356 2.970 -3.327
H 1.264 2.640 -1.942
C 0.747 4.712 3.266
C 1.558 3.517 2.962
N 2.672 3.191 3.523
N 3.064 2.029 2.942
C 2.204 1.608 2.018
S 2.260 0.227 1.054
N 1.233 2.547 2.014
N 0.144 2.478 1.162
H 1.199 5.221 4.114
H -0.283 4.454 3.513
H 0.743 5.405 2.422
H 3.940 1.603 3.209
H -0.705 2.718 1.673
H 0.264 3.123 0.384
N -1.437 1.350 -2.694
C -2.102 2.324 -3.338
C -2.411 3.287 -2.403
C -1.893 2.798 -1.202
N -1.296 1.620 -1.385
H -1.094 0.490 -3.087
H -2.318 2.284 -4.392
H -2.938 4.210 -2.564
H -1.961 3.251 -0.226

# 7
17
Properties=species:S:1:pos:R:3 method="wB97M-V/def2-TZVPD" total_charge=0 smiles="CC(C)[S@](=N)(N)=O" de_lowest_kcal_mol=80.2 homo_energy_ev=-9.333
C -1.673 -0.405 0.582
C -0.491 0.451 0.244
C -0.677 1.149 -1.078
S 0.972 -0.600 -0.024
N 1.386 -1.463 1.143
N 2.218 0.532 -0.167
O 0.904 -1.326 -1.259
H -1.930 -1.037 -0.195
H -1.348 -1.187 1.349
H -2.625 0.062 0.785
H -0.209 1.012 1.078
H 0.092 0.687 -1.736
H -0.578 2.138 -1.053
H -1.718 0.877 -1.359
H 0.732 -2.222 1.243
H 2.976 -0.097 0.134
H 1.971 1.430 0.312

# 8
25
Properties=species:S:1:pos:R:3 method="wB97M-V/def2-TZVPD" total_charge=0 smiles=CCN(CC)CC.O de_lowest_kcal_mol=58.7 homo_energy_ev=-8.586
C 0.237 2.083 1.474
C 1.297 1.197 0.851
N 0.654 0.098 -0.100
C 0.186 0.752 -1.315
C -1.341 0.972 -1.384
C 1.545 -1.107 -0.183
C 0.456 -2.119 -0.575
H -0.417 2.588 0.727
H 0.461 2.839 2.194
H -0.463 1.351 1.933
H 2.120 1.789 0.448
H 1.908 0.486 1.581
H 0.440 0.119 -2.235
H 0.510 1.795 -1.229
H -1.817 0.115 -1.049
H -1.517 1.064 -2.519
H -1.768 1.873 -0.899
H 1.808 -1.477 0.827
H 2.523 -0.956 -0.912
H -0.007 -1.956 -1.588
H -0.305 -2.154 0.250
H 0.963 -3.071 -0.531
O -2.369 -1.569 1.161
H -1.743 -1.002 0.705
H -2.601 -2.200 0.506

# 9
16
Properties=species:S:1:pos:R:3 method="wB97M-V/def2-TZVPD" total_charge=0 smiles=CC[C@@]1(C)CO1 de_lowest_kcal_mol=40.1 homo_energy_ev=-9.934
C 1.790 0.818 0.519
C 0.985 0.081 -0.541
C -0.536 -0.125 -0.302
C -0.939 -1.575 -0.117
C -1.552 0.837 0.242
O -1.258 0.779 -1.137
H 1.813 0.250 1.454
H 1.358 1.805 0.709
H 2.827 0.962 0.192
H 1.455 -0.898 -0.730
H 1.060 0.619 -1.497
H -2.007 -1.703 -0.298
H -0.364 -2.290 -0.713
H -0.756 -1.813 0.942
H -1.260 1.661 0.891
H -2.615 0.593 0.387

no.,E (eV)
1,-91379.251
2,-43820.395
3,-115861.251
4,-10471.221
5,-34779.370
6,-82933.153
7,-19133.549
8,-10033.039
9,-7393.026